DFT (ωB97M-V/def2-TZVPD) results for C25H19Cl2N4O4S6SbTc as an isolated structure.

Largest force on an atom (eV/A): 0.7
Frontier orbital gap (eV): 5.334
Total charge: +1
Energy relative to the best compared isomer or geometry (same formula, charge and spin) (kcal per mole): 34.49
Electronic energy (eV): -139171.553
E_LUMO (eV): -4.6
Molar mass (g/mol): 922.52

Geometry as XYZ:
```
62
Properties=species:S:1:pos:R:3:forces:R:3
Sb -2.480 -5.065 -0.263 0.1 0.0 0.0
Tc -0.121 -1.465 0.285 -0.1 0.4 -0.6
Cl 2.883 -1.620 -2.469 -0.1 0.0 0.0
Cl 0.361 2.455 0.043 0.0 0.0 -0.1
S -2.138 2.176 -3.071 -0.1 0.0 0.0
S -1.214 -4.651 -2.539 0.0 -0.1 0.0
S -0.877 -3.444 1.002 0.1 -0.4 0.2
S -0.342 -2.852 -2.344 0.0 0.1 -0.1
S -4.243 -3.771 -0.596 -0.3 0.0 0.0
S -1.858 -1.641 -1.516 0.2 0.0 0.1
O -1.644 2.245 5.975 0.0 0.0 0.0
O -0.941 2.946 -3.192 0.1 0.0 0.1
O 3.870 -0.443 5.844 0.0 0.0 0.0
O -3.376 2.795 -2.731 0.0 0.0 0.0
N -0.853 -0.165 1.686 -0.1 -0.1 0.1
N -1.864 0.932 -1.949 0.1 0.0 0.0
N 0.828 -0.363 -0.625 0.0 0.1 0.1
N 1.329 -1.601 1.805 0.0 0.0 0.0
C 3.180 -1.522 3.852 0.0 0.0 0.0
C 2.492 0.055 -2.349 0.1 0.0 -0.1
C 2.402 -2.393 1.766 0.0 0.0 0.0
C -1.999 0.505 1.536 0.0 0.0 0.1
C 4.185 -1.500 4.968 0.0 0.0 0.0
C -1.904 -0.196 -2.542 0.0 0.1 0.1
C 3.152 0.960 -3.156 0.0 0.0 0.1
C -2.306 -1.275 -4.885 0.0 0.0 0.0
C 2.054 -0.711 3.887 0.0 0.0 0.0
C -0.495 0.902 3.778 0.0 0.0 0.0
C -2.569 1.402 -5.763 0.0 -0.1 0.0
C 3.348 -2.377 2.768 0.0 0.0 0.0
C 2.040 2.785 -2.023 0.0 -0.1 0.0
C -2.316 1.087 -4.447 0.0 0.0 -0.1
C 1.144 -0.777 2.848 0.0 0.0 0.0
C 1.550 0.494 -1.402 0.0 -0.2 0.2
C -2.447 1.394 2.492 0.0 0.0 -0.1
C -0.098 0.025 2.792 0.0 0.0 0.0
C -2.569 -0.977 -6.217 0.0 0.0 0.0
C 1.379 1.877 -1.222 0.0 0.2 0.0
C -2.110 2.596 4.693 0.0 0.0 0.0
C -2.170 -0.217 -4.002 0.0 0.0 0.1
C 2.909 2.318 -2.999 -0.1 0.0 0.0
C -2.691 0.338 -6.652 0.0 0.0 0.0
C -1.688 1.606 3.633 0.1 0.0 0.0
H 2.481 -3.045 0.907 0.0 0.0 0.0
H -3.194 2.734 4.664 0.0 0.0 0.0
H -2.687 -1.785 -6.926 0.0 0.0 0.0
H -2.225 -2.301 -4.556 0.0 -0.1 0.0
H 4.147 -2.470 5.480 0.0 0.0 0.0
H 4.539 -0.388 6.532 0.0 0.0 0.0
H 0.096 1.044 4.670 0.0 0.0 0.0
H 3.420 3.026 -3.638 0.0 0.0 0.0
H 1.861 3.840 -1.888 0.0 0.0 0.0
H 1.910 -0.040 4.720 0.0 0.0 0.0
H -2.898 0.537 -7.695 0.0 0.0 0.0
H -1.657 3.562 4.456 0.0 0.0 0.0
H 5.187 -1.391 4.539 0.0 0.0 0.0
H 4.206 -3.031 2.698 0.0 0.0 0.0
H 3.862 0.600 -3.887 0.0 0.0 0.0
H -2.546 0.324 0.623 0.0 0.0 0.0
H -2.226 1.579 6.357 0.0 0.0 0.0
H -2.683 2.426 -6.088 0.0 0.0 0.0
H -3.384 1.910 2.334 0.0 0.0 0.0
```
Forces are in eV/Å.

=====

DFT (ωB97M-V/def2-TZVPD) results for C5H5IO2S in the gas phase at a distorted geometry.

Largest force on an atom (eV/A): 5.5
Frontier orbital gap (spin up / spin down) (eV): 5.396 / 6.349
Total charge: 0
Energy relative to the best compared isomer or geometry (same formula, charge and spin) (kcal per mole): 11.19
Electronic energy (eV): -28290.293
E_LUMO (spin up / spin down) (eV): 0.1 / -2.6
2S+1: 3
Molar mass (g/mol): 256.06

Geometry as XYZ:
```
14
Properties=species:S:1:pos:R:3:forces:R:3
I 3.140 0.047 0.111 -0.5 -0.3 -0.2
S -0.228 1.546 -0.735 0.6 1.1 1.4
O -1.521 1.798 -1.340 -1.7 0.0 -1.4
O -0.327 -2.373 -0.517 -2.1 -1.8 -0.7
C 1.250 -0.798 -0.082 -2.2 5.1 -0.3
C -0.896 -1.174 -0.781 -0.8 0.9 0.1
C -0.498 1.895 1.064 1.7 -0.6 -1.4
C -0.006 -0.153 -0.494 3.1 -1.7 0.5
C 0.949 -2.156 -0.211 1.6 -3.9 0.1
H 0.002 1.041 1.444 0.1 -0.8 1.2
H -1.959 -1.222 -0.970 0.2 0.4 -0.1
H -1.539 1.946 1.315 -0.3 0.4 0.0
H 1.437 -3.087 -0.034 0.8 0.1 0.4
H 0.197 2.690 1.230 -0.4 1.1 0.6
```
Forces are in eV/Å.

=====

DFT (ωB97M-V/def2-TZVPD) results for a 4-piece molecular cluster, C50H89BN4O15 overall at a distorted geometry.

Largest force on an atom (eV/A): 3.5
Frontier orbital gap (eV): 8.011
Total charge: 0
SMILES: CCCCCCc1cc(OCCC)c(B(C)O)c2c1C(=O)c1c(CON=O)cc(COCCOCCOCC)cc1C2=O.COCCNCCOC.COCCNCCOC.COCCNCCOC
Electronic energy (eV): -90632.030
E_LUMO (eV): -0.6
Molar mass (g/mol): 997.09

Geometry as XYZ:
```
159
Properties=species:S:1:pos:R:3:forces:R:3
O 3.135 -0.080 5.229 -1.2 0.6 -0.2
O 6.941 2.420 -0.316 0.6 -0.2 -0.7
O -0.359 -0.709 2.783 0.1 0.5 0.0
O 4.862 -1.241 4.895 -0.7 -0.1 -0.1
O -6.805 -6.079 -3.822 0.2 0.1 -0.3
O 4.363 3.813 5.947 -0.8 0.5 -0.7
O -6.955 -1.854 -2.242 0.0 -0.5 0.2
O 1.117 -4.865 -5.847 0.2 -0.3 -0.1
O 9.957 -0.353 -2.208 -0.1 -0.4 0.1
O 5.039 4.294 2.409 0.6 -1.1 0.4
O -3.233 -6.072 -5.839 0.1 0.3 -0.2
O -4.450 3.770 0.013 0.6 -0.9 -0.2
O 1.639 2.644 8.051 -0.5 -0.4 -1.2
O 0.506 1.526 -1.379 0.0 0.4 0.4
O -1.847 2.835 -2.782 -1.1 0.6 1.0
N 6.989 0.006 -2.320 0.1 0.2 -0.1
N 3.729 -1.147 4.588 1.2 -0.3 0.2
N -4.806 -3.969 -3.111 -0.1 0.0 0.2
N -0.666 -6.523 -7.584 -0.1 0.1 0.0
C 7.942 0.342 -3.374 0.1 -0.2 0.3
C -3.631 2.287 1.763 1.6 -0.2 -0.9
C 5.522 4.104 3.737 0.5 0.5 1.3
C 9.924 -1.406 -1.259 0.1 0.2 0.0
C -5.287 3.095 -0.956 -1.0 0.0 -0.5
C 0.314 1.717 -0.206 -0.3 0.2 1.2
C -7.828 -2.863 -2.724 0.0 0.3 -0.2
C 2.426 2.673 6.841 1.0 1.2 0.3
C -1.701 5.157 -1.467 0.2 -0.4 0.3
C 1.880 0.138 4.503 0.7 -0.2 -1.4
C -1.333 1.251 1.711 -0.8 1.3 -1.3
C -6.792 -5.803 -5.213 -0.2 0.0 0.2
C 5.955 1.019 -2.109 0.1 -0.2 0.2
C -4.656 -2.779 -2.273 -0.1 0.0 -0.3
C -1.106 1.936 0.416 -1.0 -0.3 1.7
C -0.127 -5.205 -7.904 0.1 -0.2 0.3
C 6.406 2.405 -1.633 -0.4 0.0 0.0
C -5.081 -5.191 -2.360 -0.2 0.0 -0.4
C 0.833 1.463 7.968 0.2 -1.4 0.4
C 9.143 -0.594 -3.354 0.0 0.4 -0.2
C -3.098 5.729 6.411 0.2 0.4 -0.9
C -3.099 -5.803 -7.226 -0.3 -0.3 -0.2
C -6.805 1.107 -1.590 -0.1 0.7 0.0
C -5.959 1.782 -0.444 0.0 -1.0 -0.4
C 4.533 4.691 4.833 0.8 1.2 -0.5
C -5.871 -2.328 -1.456 0.3 0.3 0.1
C 3.504 1.624 2.984 -2.0 -0.1 -1.3
C -2.613 1.445 2.376 -0.1 -0.2 -0.9
C -2.503 2.822 5.439 0.6 0.1 0.1
C 3.159 4.077 6.666 -1.2 -1.5 1.2
C 0.403 0.882 9.363 -0.2 -0.4 -0.3
C -2.879 0.775 3.780 0.8 2.0 -0.2
C -2.074 -6.692 -7.940 0.1 -0.1 0.2
C -0.174 0.380 2.291 0.0 1.1 -0.8
C 1.659 -5.962 -5.131 -0.1 0.2 0.1
C 2.747 2.395 0.641 -0.3 -1.2 2.2
C -2.133 2.773 -0.187 -0.2 -0.6 0.4
C -1.892 1.513 4.809 -0.4 -0.3 0.7
C -2.312 5.435 5.063 -1.0 0.6 -0.2
C -3.422 2.964 0.480 1.8 -1.9 2.3
C 2.229 0.947 3.194 0.0 0.8 -1.4
C -2.290 -5.413 -5.006 0.0 -0.3 0.3
C 1.240 1.032 2.134 0.2 0.5 -0.7
C 1.472 1.723 0.850 1.1 0.0 1.6
C 3.736 2.350 1.729 -0.3 -0.8 0.2
C 5.130 3.091 1.610 -2.0 0.1 -0.3
C 8.321 2.095 -0.230 -0.1 0.0 0.3
C -2.651 4.035 4.436 0.8 -0.6 0.0
C -5.508 -6.326 -3.282 0.0 -0.1 0.4
C 1.237 -4.991 -7.261 -0.2 0.4 -0.1
B -1.901 3.557 -1.583 0.2 0.2 -0.1
H -4.383 -1.958 -2.943 0.0 0.0 0.1
H 8.736 2.608 0.639 -0.1 0.1 0.0
H -5.551 -1.473 -0.851 0.0 0.0 0.0
H -1.901 3.869 3.607 -0.8 0.1 0.7
H 3.232 1.902 6.957 -0.8 0.5 -0.5
H 7.443 0.268 -4.345 0.0 0.0 0.0
H -1.417 -6.052 -4.849 0.2 0.2 -0.1
H 5.295 3.417 0.555 -0.1 -0.3 1.2
H -3.912 1.068 4.121 0.8 -0.7 -0.5
H -0.909 1.784 4.343 -0.8 -0.3 0.2
H 1.791 2.536 5.926 0.5 -0.2 0.8
H 5.511 3.036 -1.595 0.0 0.0 0.0
H -4.767 -6.505 -4.066 -0.1 0.2 -0.1
H -2.367 3.255 -3.487 0.8 0.1 0.1
H 1.129 0.691 5.113 0.8 -0.6 -0.2
H 1.673 -5.698 -4.073 0.0 0.1 -0.1
H -2.928 -4.735 -7.403 0.1 0.0 0.1
H -4.590 2.427 2.306 0.8 -0.1 -0.6
H 3.339 4.446 7.718 0.1 0.0 -1.2
H -2.675 6.214 4.329 0.4 -0.8 0.6
H 5.272 0.615 -1.355 0.0 0.1 0.0
H 7.087 2.894 -2.338 0.1 -0.1 0.1
H -6.120 3.815 -1.201 0.9 -0.5 0.3
H -2.618 5.654 -1.041 0.8 -0.4 -0.6
H -2.753 -5.254 -4.032 -0.1 0.1 -0.1
H -2.543 5.397 7.322 -0.7 0.1 -0.7
H -5.568 -3.802 -3.758 0.1 -0.1 0.0
H 3.558 5.008 4.361 0.9 -0.7 0.3
H 1.647 -4.045 -7.626 0.0 0.0 0.0
H -8.821 -2.425 -2.838 0.0 0.1 0.1
H -1.667 0.818 5.670 -0.2 0.5 -0.9
H 8.879 2.408 -1.116 0.0 -0.1 0.0
H -6.354 -4.822 -5.417 0.1 0.0 -0.2
H 10.138 -2.369 -1.731 -0.1 0.0 0.0
H 7.491 -0.115 -1.448 0.0 -0.1 -0.1
H -0.786 -4.405 -7.547 0.1 0.2 -0.1
H 4.247 1.584 3.814 -0.6 0.1 -1.0
H -4.704 2.962 -1.913 -0.5 -0.3 0.9
H 5.017 5.642 5.213 -0.6 -0.8 -0.3
H -1.795 3.170 6.251 -0.7 -0.5 -0.7
H -7.510 -3.199 -3.714 -0.1 -0.2 0.0
H 8.833 -1.643 -3.423 0.0 0.1 0.2
H -3.471 2.540 5.945 0.9 0.5 -0.5
H 5.945 2.405 1.939 -0.5 0.7 -0.3
H -0.085 1.572 7.323 0.8 0.3 0.4
H -7.451 0.264 -1.227 0.8 0.8 -0.3
H -7.485 1.888 -2.029 0.5 -0.7 0.3
H -7.901 -3.713 -2.041 0.1 0.0 0.0
H -0.905 5.294 -0.675 -0.7 0.0 -0.8
H 5.374 1.127 -3.030 0.1 0.1 0.0
H -3.666 3.980 3.967 0.8 0.5 0.4
H 1.940 -5.783 -7.543 -0.1 -0.1 0.1
H -0.573 -6.684 -6.588 0.0 0.0 -0.1
H 2.962 2.956 -0.295 -0.2 -0.6 0.8
H -4.177 -5.488 -1.817 0.0 0.0 0.0
H -2.329 -7.734 -7.719 -0.1 0.1 0.0
H -6.246 -6.575 -5.763 0.1 0.1 0.0
H 10.695 -1.209 -0.513 0.0 0.1 -0.1
H -3.805 -2.927 -1.599 -0.1 0.0 0.0
H -0.031 -5.111 -8.990 0.0 0.0 0.0
H 1.530 -0.891 4.218 0.0 1.3 0.3
H -1.205 5.628 5.153 -1.0 -0.5 0.1
H 6.494 4.672 3.845 -0.9 -0.5 -0.2
H 2.684 -6.172 -5.448 0.0 -0.1 0.0
H 1.042 -6.857 -5.254 0.1 -0.1 0.0
H -0.642 1.171 9.656 1.1 0.1 -0.1
H 2.433 4.737 6.131 0.9 -0.2 0.3
H 8.322 1.364 -3.259 0.1 0.0 -0.2
H -3.270 6.840 6.483 0.2 -1.1 0.1
H -7.826 -5.796 -5.562 0.0 0.0 0.1
H 1.467 0.671 7.465 -0.6 0.7 0.5
H -2.717 -0.327 3.758 -0.2 0.9 0.0
H -2.182 -6.567 -9.022 0.0 0.1 0.0
H -1.986 -4.443 -5.405 0.0 -0.1 0.0
H -5.586 -7.242 -2.689 0.0 0.0 0.0
H 8.448 1.023 -0.062 0.2 0.0 -0.1
H -5.202 1.016 -0.110 -0.6 1.0 -0.2
H -6.649 1.965 0.422 0.8 0.2 -0.7
H 1.137 1.112 10.179 -0.7 -0.1 -0.8
H -4.077 -6.026 -7.665 0.0 0.0 0.0
H 5.770 3.040 3.997 -0.5 0.9 -0.4
H -4.107 5.251 6.301 0.9 0.3 0.5
H -5.885 -5.039 -1.630 0.0 -0.2 0.1
H -1.339 5.630 -2.413 -0.5 -0.2 0.8
H 8.957 -1.449 -0.750 0.0 -0.2 0.0
H 9.763 -0.379 -4.229 0.0 0.0 0.0
H 0.373 -0.240 9.244 0.1 1.1 0.2
H -6.153 0.731 -2.416 -0.5 0.2 0.7
H -6.208 -3.089 -0.743 -0.1 -0.1 -0.1
```
Forces are in eV/Å.